[1]
The following is a quantum chemistry calculation of 2 unconnected molecules or ions with the total composition C5H11FN in a non-equilibrium geometry, from OMol25.

CARTESIAN COORDINATES (ANGSTROEM)
C  -1.019  -1.035  -2.464
C  -1.203  -0.856  -1.189
C  1.720  -0.424  0.324
C  0.418  1.792  0.343
C  0.321  0.332  0.579
N  -0.655  -0.142  1.596
F  -2.304  -0.987  -0.438
H  -1.823  -1.578  -2.976
H  -0.118  -0.993  -3.104
H  1.537  -1.574  -0.035
H  2.337  -0.485  1.240
H  2.206  0.094  -0.446
H  0.276  2.315  1.338
H  -0.404  2.279  -0.239
H  1.374  2.034  -0.186
H  -0.365  0.362  2.559
H  -0.656  -1.146  1.784
H  -1.643  0.009  1.315

ΔE to the lowest compared entry with this formula, charge and spin: 548.4 kJ/mol
E_HOMO (alpha / beta): -13.04 / -13.34 eV
Net charge: +1
LUMO level (alpha / beta): -4.38 / -4.41 eV
E: -351.28691 Eh

[2]
The following is a quantum chemistry calculation of 11 unconnected molecules or ions with the total composition H24O12 in a non-equilibrium geometry, from OMol25.

CARTESIAN COORDINATES (ANGSTROEM)
H  -0.162  0.919  -0.724
H  -1.243  0.606  0.184
H  4.406  2.783  -1.085
H  3.108  2.232  -0.511
H  3.205  -2.208  0.165
H  2.356  -3.372  0.397
H  -4.755  2.358  0.722
H  -5.513  1.342  -0.014
H  -3.819  -0.393  0.118
H  -5.043  -1.086  0.769
H  2.183  -0.546  2.156
H  2.219  -1.386  3.320
H  1.472  3.700  0.287
H  2.978  3.968  0.324
H  -1.479  1.664  -2.134
H  -2.655  0.876  -1.822
H  0.078  -0.020  4.017
H  -0.310  -0.732  2.681
H  -2.122  -2.623  -2.756
H  -3.094  -2.401  -1.592
H  0.678  -1.336  -2.230
H  1.498  -2.605  -2.362
H  2.178  -0.455  -0.143
H  3.137  0.249  -0.986
O  -0.302  0.530  0.215
O  3.888  2.025  -1.047
O  3.294  -3.115  0.150
O  -5.508  1.675  0.893
O  -4.024  -1.165  0.666
O  1.626  -0.855  2.878
O  2.232  3.715  -0.229
O  -2.226  1.621  -1.429
O  0.148  -0.914  3.516
O  -2.164  -2.436  -1.869
O  0.614  -2.294  -2.366
O  3.118  -0.321  -0.160

ΔE to the lowest compared entry with this formula, charge and spin: 885.0 kJ/mol
E_HOMO: -6.48 eV
Net charge: 0
LUMO level: -0.65 eV
E: -916.98828 Eh

[3]
The following is a quantum chemistry calculation of C27H30N4O5 in the gas phase, from OMol25.

CARTESIAN COORDINATES (ANGSTROEM)
O  2.376  0.781  -3.664
C  2.016  0.744  -2.503
C  2.953  1.203  -1.379
N  2.284  1.954  -0.339
C  2.260  1.390  0.917
O  2.905  0.395  1.176
N  1.475  2.011  1.865
C  1.194  1.267  3.084
C  0.850  -0.214  2.870
C  0.148  -0.545  1.565
O  -0.084  0.287  0.694
N  -0.182  -1.840  1.392
C  -0.819  -2.252  0.156
C  -2.002  -3.163  0.465
C  -1.490  -4.385  1.162
C  -2.022  -5.647  0.942
C  -1.494  -6.755  1.579
C  -0.414  -6.607  2.435
C  0.125  -5.354  2.654
C  -0.409  -4.236  2.025
C  0.166  -2.879  2.341
C  0.803  3.212  1.693
O  0.128  3.688  2.582
C  0.975  3.828  0.380
C  0.372  5.058  0.121
C  0.464  5.630  -1.128
C  1.156  4.964  -2.132
C  1.757  3.745  -1.897
C  1.680  3.160  -0.629
N  0.820  0.287  -2.102
C  -0.149  -0.191  -3.058
C  -1.509  0.510  -2.939
C  -1.411  2.041  -2.797
C  -1.805  2.287  -1.341
C  -2.741  1.112  -1.075
O  -2.185  0.023  -1.784
H  3.767  1.785  -1.821
H  3.384  0.317  -0.901
H  0.355  1.793  3.547
H  2.060  1.332  3.751
H  0.229  -0.532  3.710
H  1.771  -0.800  2.882
H  -0.093  -2.792  -0.465
H  -1.152  -1.358  -0.373
H  -2.711  -2.629  1.105
H  -2.517  -3.427  -0.459
H  -2.857  -5.756  0.266
H  -1.917  -7.732  1.404
H  0.008  -7.469  2.929
H  0.967  -5.237  3.321
H  1.259  -2.967  2.409
H  -0.200  -2.595  3.337
H  -0.165  5.533  0.927
H  0.000  6.583  -1.328
H  1.228  5.403  -3.116
H  2.282  3.254  -2.699
H  0.542  0.289  -1.124
H  -0.310  -1.265  -2.920
H  0.272  -0.017  -4.052
H  -2.098  0.235  -3.827
H  -2.116  2.528  -3.471
H  -0.409  2.399  -3.025
H  -0.940  2.206  -0.685
H  -2.282  3.251  -1.184
H  -3.755  1.323  -1.448
H  -2.793  0.833  -0.023

ΔE to the lowest compared entry with this formula, charge and spin: 0.0 kJ/mol
E_HOMO: -8.72 eV
Net charge: 0
LUMO level: 0.42 eV
E: -1642.22512 Eh

[4]
The following is a quantum chemistry calculation of C5H10N2O in the gas phase in a non-equilibrium geometry, from OMol25.

CARTESIAN COORDINATES (ANGSTROEM)
C  -0.787  -0.615  -0.778
C  0.213  -1.083  0.128
C  -1.990  0.159  -0.356
C  1.236  0.352  -0.041
C  1.075  1.290  1.151
O  -0.742  -1.117  -2.028
N  2.480  0.183  -0.485
N  0.770  1.030  2.347
H  -1.357  -0.648  -2.608
H  0.557  0.854  -0.848
H  2.896  -0.662  -0.092
H  0.586  0.035  2.511
H  0.773  -1.942  -0.223
H  -0.114  -1.213  1.157
H  1.323  2.320  0.898
H  -2.842  -0.519  -0.212
H  -1.806  0.676  0.584
H  -2.271  0.901  -1.106

ΔE to the lowest compared entry with this formula, charge and spin: 486.6 kJ/mol
E_HOMO (alpha / beta): -8.01 / -6.83 eV
Net charge: 0
LUMO level (alpha / beta): 0.38 / -0.35 eV
E: -381.10010 Eh

Question: The lowest E belongs to which entry?
Answer: C27H30N4O5